# 1
Computed, not measured: a structure of composition C10H20BClIN3O4 in a non-equilibrium geometry, with ωB97M-V with the def2-TZVPD basis set.

XYZ file:
```
40
Properties=species:S:1:pos:R:3:forces:R:3
C 3.12635 -2.22645 1.02638 0.7 -0.3 0.4
C 3.97604 -1.31702 0.07711 1.6 -1.2 -1.8
O 4.70791 -1.87257 -0.78114 -4.1 1.3 1.5
O 4.02432 0.08567 0.13568 -1.0 -0.8 0.2
C 3.21885 0.66980 -0.92488 -0.8 -0.6 -0.6
C 1.69052 0.61999 -0.50393 0.2 -0.3 1.1
C 1.05081 2.01834 -0.12347 -0.4 -0.7 -1.8
C -0.52933 1.86442 -0.15642 0.7 0.8 -0.1
C -1.15789 1.19184 1.14588 -0.6 1.1 -2.0
N -2.42069 2.01075 1.32770 0.0 0.5 -0.7
C -3.45879 1.27828 0.58954 2.0 -1.7 3.4
N -4.30431 1.69404 -0.37264 0.4 0.2 0.4
N -3.33244 -0.10960 1.11178 0.4 0.9 -1.9
C -1.83327 -0.25281 1.04182 1.9 -1.2 1.2
I -1.44072 -1.17844 3.03637 0.3 0.1 0.3
C -1.23717 -1.34990 0.06848 -0.5 0.0 -0.1
B -1.95662 -1.41684 -1.38428 -0.2 -0.7 -1.1
O -2.19304 -2.71387 -1.94906 0.9 1.7 0.3
O -2.35278 -0.29122 -2.15888 -0.3 -0.9 1.8
H 3.08026 -1.87646 2.09609 -0.1 0.0 -1.2
H 2.08169 -2.43634 0.64566 1.1 0.6 0.3
H 3.65411 -3.23123 1.04835 -0.6 1.3 -0.2
H 3.41272 0.03191 -1.83974 -0.3 0.9 0.8
H 3.50652 1.73435 -1.15223 0.1 -1.2 0.6
H 1.64417 -0.01754 0.44090 0.1 0.7 -1.1
H 1.04710 0.05837 -1.25554 0.8 1.0 0.6
H 1.45762 2.47137 0.82123 -0.5 -0.6 -0.8
H 1.31024 2.72915 -0.97492 -0.3 -0.7 1.1
H -0.81466 1.38108 -1.13292 0.2 0.2 1.1
H -0.94715 2.92010 -0.19979 0.3 -1.4 0.2
H -0.35047 1.36814 1.91946 -1.5 -0.6 -0.3
H -2.60820 1.97917 2.34418 -0.5 0.1 -0.5
H -3.95779 1.76182 -1.33533 -0.4 0.5 0.6
H -5.27756 1.85345 -0.11679 0.3 -0.4 -0.6
H -3.50458 -0.15936 2.12887 -0.6 0.3 -0.7
H -1.44564 -2.35623 0.55208 0.2 1.2 -0.8
H -0.10437 -1.29977 -0.00640 -1.4 0.3 0.2
H -1.32973 -3.15138 -2.07246 -0.7 -0.1 0.3
H -3.23251 -0.40854 -2.55172 0.5 -0.3 -0.3
Cl 6.80046 -2.05647 -0.56500 2.1 -0.1 0.4
```
Positions in Å, forces in eV/Å.

HOMO energy   -5.64 eV
Maximum force   4.590 eV/A
Gap between HOMO and LUMO   1.49 eV


# 2
Computed, not measured: a structure of composition C37H47BGe2N10Ni in a non-equilibrium geometry, with ωB97M-V with the def2-TZVPD basis set.

XYZ file:
```
98
Properties=species:S:1:pos:R:3:forces:R:3
Ni 0.03557 -0.87713 0.91190 0.9 -0.2 0.1
C -2.35850 0.43239 4.31424 0.4 -0.3 -0.1
C -1.41511 0.66432 3.29402 -1.0 -1.6 0.8
N -1.01933 -0.49566 2.75701 -0.5 -0.3 0.4
N -1.68004 -1.51568 3.45388 0.7 1.8 -0.7
C -2.45118 -0.94868 4.37192 -0.7 0.0 0.4
B -1.56322 -3.03375 3.07440 1.6 2.0 -1.7
N -1.96831 -3.07296 1.56973 0.9 0.0 -1.6
C -2.84794 -3.87068 0.95783 -0.6 -0.2 -0.3
C -2.71155 -3.81216 -0.42587 0.9 0.1 1.0
C -1.59507 -2.95396 -0.58515 -0.8 -0.2 0.1
N -1.15584 -2.48156 0.56747 -1.7 -1.3 1.2
N -0.01693 -3.29799 3.10730 1.4 0.0 -0.6
C 0.65416 -4.21385 3.81369 0.1 -0.4 0.7
C 2.02087 -4.02129 3.70622 -0.8 0.6 -0.7
C 2.11709 -2.92071 2.80657 -0.3 -1.1 0.8
N 0.90878 -2.51717 2.43793 -0.4 0.3 0.2
H -2.87310 1.15814 4.91993 0.0 0.0 0.0
H -1.05179 1.62506 3.01796 0.3 0.2 -0.6
H -3.03996 -1.59954 5.00162 -0.1 0.2 0.1
H -2.17635 -3.72372 3.80418 -0.3 -0.3 0.1
H -3.56137 -4.43113 1.54962 0.1 0.0 0.0
H -3.24522 -4.39776 -1.15700 0.0 0.2 0.0
H -1.13543 -2.62859 -1.49861 0.2 0.2 0.1
H 0.10134 -4.95757 4.36595 0.0 0.0 0.1
H 2.80140 -4.59075 4.17062 0.1 -0.1 0.0
H 3.05679 -2.50600 2.45430 -0.6 0.3 -0.2
N 0.62212 -0.95446 -0.97363 0.0 -1.0 0.4
C 1.54575 -0.45312 -1.76691 0.4 0.1 -0.1
C 1.83415 0.94026 -1.82695 0.1 0.0 0.1
C 2.66279 1.44827 -2.80030 0.7 0.4 0.1
C 3.41547 0.61383 -3.62650 -0.5 -0.7 0.4
C 3.25614 -0.77723 -3.48803 -0.1 0.2 -0.2
C 2.31745 -1.30831 -2.62111 0.2 0.5 -0.2
H 1.41028 1.60073 -1.07781 -0.2 -0.1 -0.2
H 2.79898 2.53771 -2.85243 0.0 -0.4 0.0
H 4.08277 1.00838 -4.35499 0.4 0.3 -0.5
H 3.81722 -1.45760 -4.13852 -0.1 0.2 0.2
H 2.12244 -2.37278 -2.62163 0.0 -0.1 0.2
C 5.69861 -0.17071 -0.24404 -0.7 0.2 -1.0
C 4.86972 -1.41583 0.09233 -0.5 0.1 0.1
N 3.49720 -1.07814 0.46996 0.4 0.2 0.0
C 3.16056 0.10552 1.08355 -1.8 -0.2 -0.2
N 1.91012 0.24393 1.49215 1.4 0.1 -0.3
C 1.56066 1.45148 2.20647 -0.2 0.6 0.4
C 2.72433 2.33003 2.71959 -0.6 -0.1 0.2
C 3.81725 2.42593 1.65675 -0.6 -0.1 1.1
N 4.12409 1.08123 1.20436 0.4 0.1 -0.3
C 5.50446 0.95677 0.76753 0.4 -0.2 -0.1
H 5.40644 0.17280 -1.25608 -0.3 0.0 0.5
H 6.73890 -0.43368 -0.38465 0.4 -0.1 0.4
H 5.31937 -2.01253 0.89293 0.3 0.1 0.1
H 4.80901 -2.07238 -0.77701 0.1 0.1 -0.1
H 2.72675 -1.68933 0.15993 0.5 0.8 0.4
H 0.95098 1.13323 3.06468 0.3 0.2 -0.1
H 0.89062 2.06009 1.58520 0.1 0.0 -0.1
H 3.11930 1.85939 3.63636 0.2 0.1 -0.4
H 2.34345 3.32738 3.03922 0.2 -0.6 -0.4
H 4.70542 2.84538 2.14947 0.0 -0.2 -0.3
H 3.54507 3.10884 0.84052 -0.1 -0.3 -0.1
H 6.14802 0.78023 1.64816 -0.1 0.1 -0.1
H 5.80954 1.94978 0.35203 -0.2 -0.9 0.1
C -2.59279 -1.94201 -3.62172 -0.2 0.0 0.1
Ge -1.88619 -0.10478 -3.25968 -0.1 -0.2 1.1
C -0.33357 -0.03364 -4.44843 -0.1 -0.3 -0.6
C -3.15385 1.20663 -4.02163 -0.7 0.0 -0.5
Ge -1.57750 0.43562 -0.76277 -0.3 0.6 0.0
C -1.19700 2.44228 -0.85776 0.0 -0.6 0.2
C -1.41118 3.25005 0.27205 0.3 1.0 -0.1
C -1.03088 4.61532 0.25889 -0.1 -0.6 -0.3
C -0.42494 5.17637 -0.88019 -0.6 -1.2 0.0
C -0.26087 4.37950 -2.02047 0.2 -0.6 0.3
C -0.57778 3.01133 -1.98182 -0.6 0.8 0.0
C -3.53794 0.48578 -0.16087 0.7 -0.3 0.0
C -4.48983 -0.22181 -0.89738 -0.6 0.2 -0.2
C -5.85059 -0.06142 -0.66002 -0.3 -0.3 0.5
C -6.28855 0.63370 0.48099 -0.7 -0.3 -0.4
C -5.33742 1.20670 1.31121 0.3 0.3 0.0
C -3.97864 1.16221 0.98215 0.0 0.0 0.1
H -2.76683 -2.02495 -4.69502 0.1 0.0 -0.1
H -3.54703 -2.16211 -3.13403 0.1 0.1 0.0
H -1.89608 -2.73483 -3.31941 -0.1 0.3 -0.2
H -0.73343 0.19057 -5.44950 0.1 0.1 0.2
H 0.18536 -1.00725 -4.54521 -0.1 0.6 0.4
H 0.33452 0.77585 -4.16151 0.3 -0.3 -0.1
H -3.11434 1.18993 -5.12252 0.0 -0.2 0.2
H -2.89594 2.23299 -3.74676 0.0 -0.1 0.3
H -4.20992 1.00966 -3.73059 0.7 0.2 0.0
H -1.86120 2.86669 1.21123 0.3 0.2 -0.9
H -1.26645 5.21296 1.14199 0.3 0.0 -0.2
H -0.08625 6.18670 -0.91474 0.0 0.7 0.1
H 0.13335 4.79523 -2.94906 0.1 0.0 0.3
H -0.39551 2.40462 -2.87365 -0.1 0.2 0.3
H -4.22891 -0.91908 -1.69660 0.2 0.5 0.1
H -6.55638 -0.53156 -1.35681 0.1 0.1 0.5
H -7.37684 0.67208 0.72887 1.0 0.1 -0.3
H -5.62499 1.77017 2.19555 -0.1 -0.2 0.0
H -3.25879 1.63377 1.67291 -0.6 -0.3 -0.6
```
Positions in Å, forces in eV/Å.

HOMO energy (spin up / spin down)   -2.71 / -3.52 eV
Maximum force   3.052 eV/A
Gap between HOMO and LUMO (spin up / spin down)   5.25 / 6.06 eV
Charge   -1
ΔE to the lowest compared entry with this formula, charge and spin   0.00 kcal/mol
Multiplicity   4